Record 1
A molecular structure, C4HNO at a distorted geometry, computed with ωB97M-V/def2-TZVPD.

Output
HOMO-LUMO gap in eV: 10.239
M in g mol⁻¹: 79.1
ΔE to the lowest compared entry with this formula, charge and spin in kJ/mol: 204.6

Geometry as ORCA input:
```
! RIJCOSX wB97M-V def2-TZVPD def2/J DEFGRID3
* xyz 0 1
O -0.49071 -1.67462 0.29912
C -0.39579 -0.48730 0.10867
C 0.86471 0.19843 -0.10809
C 1.94542 0.81634 -0.29714
C -1.56815 0.40520 0.07674
N -2.48752 1.10567 0.05225
H 2.13206 -0.36371 -0.13154
*
```

Record 2
A molecular structure, C19H21Cl4IrO5PTe2 at a distorted geometry, computed with ωB97M-V/def2-TZVPD.

Output
<S²>: 0.76
HOMO-LUMO gap (spin up / spin down) in eV: 6.399 / 4.840
M in g mol⁻¹: 949.6
ΔE to the lowest compared entry with this formula, charge and spin in kJ/mol: 138.0

Geometry as ORCA input:
```
! RIJCOSX wB97M-V def2-TZVPD def2/J DEFGRID3
* xyz 0 2
Ir 1.01852 -0.49697 -0.56268
Cl 0.01398 -4.61873 -5.87393
C 0.03811 -3.97150 -4.27602
C -0.53341 -4.67564 -3.21925
Cl -1.26764 -6.21186 -3.49298
C -0.53664 -4.12122 -1.93649
Cl -1.23493 -4.94667 -0.58942
C 0.00574 -2.86721 -1.72211
O -0.05345 -2.20986 -0.55862
C 0.59108 -2.18054 -2.76988
O 1.05067 -0.94921 -2.47590
C 0.61323 -2.71943 -4.04089
Cl 1.32761 -1.79010 -5.30886
C -4.96640 5.53202 -0.15712
C -4.09770 4.32076 -0.35939
C -2.81706 4.43396 -0.89060
C -2.01004 3.32245 -1.08044
C -0.63347 3.47709 -1.66837
C -2.51304 2.06561 -0.71877
Te -1.35413 0.33470 -1.07009
C -3.79888 1.90898 -0.19118
C -4.41463 0.58864 0.20331
C -4.56472 3.05897 -0.02111
H -4.45754 6.44097 -0.47343
H -5.23973 5.63851 0.89381
H -5.89219 5.43956 -0.72684
H -2.43939 5.41266 -1.16479
H -0.41532 4.52201 -1.88043
H -0.54248 2.91470 -2.60090
H 0.12821 3.09891 -0.98165
H -3.75700 -0.25895 0.02692
H -5.33327 0.42209 -0.36024
H -4.67377 0.59641 1.26275
H -5.56395 2.95633 0.39058
C 6.78321 -1.83750 2.40020
C 5.33464 -1.43278 2.51621
O 4.70617 -1.64044 1.24098
P 3.17651 -1.36967 0.96279
O 2.73056 -2.05087 -0.29247
Te 2.70894 0.99250 0.70030
O 2.40245 -1.97082 2.20696
C 2.13339 -1.30998 3.46028
C 0.69260 -0.85792 3.52897
H 7.27839 -1.69549 3.36102
H 7.29111 -1.23502 1.64826
H 6.86131 -2.88496 2.11210
H 5.24833 -0.37900 2.79840
H 4.82401 -2.03523 3.26949
H 2.81627 -0.46903 3.60060
H 2.33324 -2.05173 4.23242
H 0.47185 -0.14227 2.73869
H 0.50531 -0.38488 4.49416
H 0.02533 -1.71236 3.41562
*
```